Arrangement 1

# C5H13N

A cluster of 2 separate species, C5H13N in total (ωB97M-V with the def2-TZVPD basis set, OMol25).

Its SMILES is C=CN.CCC. For the HOMO energy, the calculation gives -8.49 eV. Its gap between HOMO and LUMO is 9.6 eV. Its total charge is 0.

CARTESIAN COORDINATES (ANGSTROEM)
C 2.09 -0.34 -0.64
C 2.97 0.49 -0.05
N 2.78 1.84 0.22
H 1.31 0.12 -1.23
H 2.50 -1.30 -0.94
H 3.76 0.06 0.55
H 2.21 2.34 -0.46
H 3.67 2.32 0.32
C -1.62 -1.22 -0.76
C -1.54 0.03 0.13
C -2.54 -0.07 1.27
H -2.56 -1.30 -1.30
H -0.83 -1.24 -1.49
H -1.48 -2.14 -0.18
H -0.52 0.00 0.49
H -1.74 0.87 -0.54
H -2.47 0.75 1.98
H -2.44 -1.03 1.78
H -3.54 -0.17 0.86

These are the Mulliken partial charges, in e, on atoms 1 to 6: -0.9015, 0.0533, -0.4772, 0.2814, 0.2666, 0.3017



Arrangement 2

# C5H13N

The molecule C5H13N (ωB97M-V with the def2-TZVPD basis set, OMol25).

Its SMILES is CC(C)CCN. For the HOMO energy, the calculation gives -9.09 eV. Its gap between HOMO and LUMO is 10.2 eV. Its total charge is 0.

CARTESIAN COORDINATES (ANGSTROEM)
C -1.59 0.82 -1.40
C -0.78 0.35 -0.15
C -0.78 1.44 0.98
C 0.66 -0.09 -0.50
C 1.41 -0.87 0.57
N 1.46 -2.33 0.33
H -1.56 1.90 -1.51
H -1.18 0.35 -2.29
H -2.59 0.42 -1.29
H -1.39 -0.47 0.23
H -1.23 2.34 0.56
H -1.24 1.06 1.89
H 0.24 1.73 1.19
H 0.59 -0.69 -1.41
H 1.18 0.86 -0.65
H 2.46 -0.57 0.57
H 1.01 -0.72 1.57
H 2.43 -2.62 0.38
H 0.89 -2.92 0.93

These are the Mulliken partial charges, in e, on atoms 1 to 6: -1.3025, 0.6057, -1.2361, -1.0044, -0.4295, -0.5843



Arrangement 3

# C5H13N

A structure of composition C5H13N (ωB97M-V with the def2-TZVPD basis set, OMol25).

For the HOMO energy, the calculation gives -8.02 eV. Its gap between HOMO and LUMO is 9.0 eV. Its total charge is 0.

CARTESIAN COORDINATES (ANGSTROEM)
C 0.81 -1.34 0.95
C -0.38 -0.58 0.70
C -0.49 0.29 -0.55
C -0.99 1.68 -0.16
C -1.38 -0.29 -1.65
N 2.39 -0.18 0.85
H 0.98 -1.74 1.94
H 1.36 -1.85 0.16
H 0.60 -0.03 1.21
H -1.18 -0.48 1.44
H 0.51 0.32 -0.98
H -0.53 1.97 0.79
H -0.69 2.42 -0.88
H -2.06 1.66 -0.01
H -2.44 -0.19 -1.42
H -1.22 0.27 -2.57
H -1.18 -1.33 -1.89
H 2.96 -0.98 0.58
H 2.94 0.40 1.48

These are the Mulliken partial charges, in e, on atoms 1 to 6: -0.2856, -0.6714, 0.7316, -1.4923, -1.4622, -0.7534



Arrangement 4

# C5H13N

A cluster of 2 separate species, C5H13N in total (ωB97M-V with the def2-TZVPD basis set, OMol25).

Its SMILES is C=CC.CCN. For the HOMO energy, the calculation gives -8.71 eV. Its gap between HOMO and LUMO is 9.8 eV. Its total charge is 0.

CARTESIAN COORDINATES (ANGSTROEM)
C -1.86 -0.76 1.83
C -1.88 -1.19 0.58
C -2.33 -0.30 -0.54
H -1.54 -1.38 2.65
H -2.16 0.26 2.04
H -1.51 -2.17 0.31
H -2.28 -0.75 -1.53
H -3.37 0.00 -0.43
H -1.68 0.57 -0.67
C 2.63 0.06 0.24
C 1.30 0.66 -0.28
N 1.40 1.44 -1.49
H 3.03 0.60 1.10
H 2.42 -0.97 0.48
H 3.39 0.06 -0.54
H 0.61 -0.19 -0.26
H 0.74 1.24 0.47
H 2.33 1.69 -1.77
H 0.75 1.12 -2.20

These are the Mulliken partial charges, in e, on atoms 1 to 6: -0.7301, -0.0144, -1.0228, 0.2739, 0.2463, 0.3555



Short version: arrangement 2 is the most stable of them.



Arrangement 1

# C5H13N

The molecule C5H13N (ωB97M-V with the def2-TZVPD basis set, OMol25).

Its SMILES is CCC[C@H](C)N. For the HOMO energy, the calculation gives -9.27 eV. Its gap between HOMO and LUMO is 10.4 eV. Its total charge is 0.

CARTESIAN COORDINATES (ANGSTROEM)
C 2.52 0.32 0.24
C 1.48 -0.68 -0.39
C 0.12 -0.79 0.31
C -1.09 0.01 -0.34
C -0.78 1.47 -0.07
N -2.41 -0.40 0.13
H 2.63 0.00 1.29
H 3.50 0.30 -0.33
H 2.20 1.42 0.24
H 1.33 -0.42 -1.44
H 1.99 -1.59 -0.47
H 0.11 -0.48 1.34
H -0.20 -1.86 0.32
H -1.13 -0.19 -1.47
H -0.59 1.66 1.00
H -1.60 2.20 -0.28
H 0.15 1.77 -0.52
H -2.73 -1.38 -0.27
H -2.31 -0.60 1.19

These are the Mulliken partial charges, in e, on atoms 1 to 6: -1.0057, -0.6336, -0.6616, 0.2977, -1.3064, -0.7362



Arrangement 2

# C5H13N

The molecule C5H13N (ωB97M-V with the def2-TZVPD basis set, OMol25).

Its SMILES is CCCCNC. For the HOMO energy, the calculation gives -8.56 eV. Its gap between HOMO and LUMO is 9.8 eV. Its total charge is 0.

CARTESIAN COORDINATES (ANGSTROEM)
C -0.31 2.36 1.26
C -0.90 1.78 -0.06
C -1.00 0.26 -0.03
C 0.36 -0.43 -0.16
N 0.16 -1.84 -0.57
C 1.35 -2.68 -0.68
H 0.60 1.78 1.45
H -0.94 1.97 2.07
H -0.23 3.43 1.34
H -1.93 2.10 -0.19
H -0.35 2.23 -0.89
H -1.52 0.05 0.90
H -1.59 -0.14 -0.87
H 0.91 0.15 -0.94
H 0.90 -0.53 0.77
H -0.40 -1.79 -1.41
H 0.99 -3.68 -0.41
H 1.79 -2.62 -1.67
H 2.10 -2.42 0.07

These are the Mulliken partial charges, in e, on atoms 1 to 6: -1.0905, -0.4294, -0.5283, -0.5200, -0.3434, -0.8310



Arrangement 3

# C5H13N

A structure of composition C5H13N (ωB97M-V with the def2-TZVPD basis set, OMol25).

For the HOMO energy, the calculation gives -7.89 eV. Its gap between HOMO and LUMO is 8.5 eV. Its total charge is 0.

CARTESIAN COORDINATES (ANGSTROEM)
C 2.54 0.07 -1.04
N 1.52 -0.87 -1.54
C -0.49 0.90 0.11
C -1.75 0.36 0.31
C -0.33 0.75 1.73
C -1.87 -1.12 0.46
H 2.13 1.03 -0.74
H 3.01 -0.39 -0.17
H 3.32 0.20 -1.79
H 1.49 -0.76 -2.55
H -0.48 1.95 -0.16
H 0.61 -0.46 -1.32
H -2.69 0.89 0.45
H -1.09 0.84 2.51
H 0.19 -0.17 1.96
H 0.38 1.54 1.93
H -2.24 -1.46 1.43
H -2.60 -1.55 -0.23
H -0.93 -1.62 0.22

These are the Mulliken partial charges, in e, on atoms 1 to 6: -0.5761, -0.6252, -0.5821, 0.1190, -1.0131, -1.2739



Short version: arrangement 1 is the most stable of them.



Arrangement 1

# C18H54O9

A cluster of 9 separate species, C18H54O9 in total (ωB97M-V with the def2-TZVPD basis set, OMol25).

Its SMILES is CCO.CCO.CCO.CCO.CCO.CCO.CCO.CCO.CCO. For the HOMO energy, the calculation gives -9.87 eV. Its gap between HOMO and LUMO is 10.4 eV. Its total charge is 0.

CARTESIAN COORDINATES (ANGSTROEM)
C 0.35 -3.77 -1.85
C 1.78 -3.10 -1.71
O 2.70 -3.92 -2.40
H 0.37 -4.65 -1.21
H 0.07 -3.91 -2.89
H -0.42 -3.12 -1.43
H 2.03 -2.93 -0.66
H 1.82 -2.11 -2.16
H 2.77 -4.69 -1.84
C -4.72 -0.82 -2.51
C -3.36 -0.46 -3.16
O -2.47 -1.51 -3.00
H -5.10 -1.69 -3.05
H -5.36 0.05 -2.67
H -4.65 -0.85 -1.43
H -2.76 0.34 -2.74
H -3.45 -0.11 -4.19
H -1.90 -1.62 -3.77
C -3.68 2.56 -0.94
C -4.66 3.26 -1.95
O -5.85 3.69 -1.24
H -2.74 2.14 -1.30
H -4.18 1.77 -0.39
H -3.27 3.21 -0.17
H -5.10 2.54 -2.64
H -4.17 4.07 -2.48
H -6.31 4.26 -1.86
C -0.56 4.45 0.65
C -0.60 5.84 -0.10
O -1.52 5.83 -1.19
H -1.45 4.10 1.16
H 0.15 4.51 1.48
H -0.15 3.66 0.02
H 0.42 5.98 -0.45
H -0.84 6.73 0.47
H -1.95 6.68 -1.26
C -3.97 -0.41 2.09
C -5.34 -1.11 2.08
O -5.81 -0.64 0.84
H -4.07 0.67 1.94
H -3.32 -0.87 1.35
H -3.54 -0.58 3.07
H -5.96 -0.92 2.96
H -5.18 -2.17 1.90
H -6.51 -1.21 0.49
C -0.58 -0.24 0.37
C 0.90 0.23 0.40
O 1.55 -0.18 1.62
H -1.11 0.13 1.25
H -0.65 -1.31 0.56
H -1.20 -0.17 -0.52
H 0.82 1.32 0.35
H 1.49 -0.14 -0.44
H 1.43 -1.13 1.52
C 4.97 -0.35 3.12
C 5.56 -1.20 1.96
O 6.62 -2.08 2.41
H 4.51 -0.99 3.87
H 4.15 0.20 2.66
H 5.69 0.32 3.59
H 5.91 -0.56 1.14
H 4.71 -1.72 1.51
H 7.48 -1.66 2.30
C 1.87 -5.24 1.64
C 2.23 -3.81 1.80
O 1.13 -2.93 1.67
H 2.58 -5.92 2.11
H 1.98 -5.54 0.59
H 0.89 -5.54 2.00
H 3.08 -3.44 1.24
H 2.46 -3.72 2.86
H 0.54 -3.13 2.40
C 3.94 2.22 -0.88
C 5.27 1.83 -0.31
O 6.04 3.04 -0.24
H 4.02 2.40 -1.95
H 3.51 3.09 -0.39
H 3.14 1.48 -0.79
H 5.76 1.01 -0.84
H 5.35 1.38 0.68
H 6.41 3.17 -1.12

These are the Mulliken partial charges, in e, on atoms 1 to 6: -0.7770, 0.2573, -0.5645, 0.2165, 0.2955, 0.1491



Arrangement 2

# C18H54O9

A cluster of 9 separate species, C18H54O9 in total (ωB97M-V with the def2-TZVPD basis set, OMol25).

Its SMILES is CCO.CCO.CCO.CCO.CCO.CCO.CCO.CCO.CCO. For the HOMO energy, the calculation gives -9.17 eV. Its gap between HOMO and LUMO is 9.7 eV. Its total charge is 0.

CARTESIAN COORDINATES (ANGSTROEM)
C 1.67 -2.88 1.94
C 1.27 -1.76 2.87
O 2.33 -0.91 3.12
H 1.81 -2.60 0.89
H 0.90 -3.65 1.90
H 2.56 -3.39 2.30
H 0.91 -2.17 3.82
H 0.48 -1.12 2.46
H 2.04 -0.04 3.40
C -4.78 -0.35 -2.17
C -4.59 -1.64 -1.34
O -3.42 -1.55 -0.62
H -4.78 0.53 -1.52
H -5.68 -0.41 -2.77
H -3.84 -0.31 -2.72
H -4.55 -2.53 -1.97
H -5.45 -1.72 -0.66
H -3.42 -2.15 0.12
C 0.69 0.55 -0.10
C -0.45 -0.36 -0.62
O -1.63 0.38 -0.77
H 0.43 0.97 0.87
H 1.04 1.39 -0.70
H 1.57 -0.06 0.07
H -0.55 -1.25 -0.01
H -0.12 -0.71 -1.60
H -2.39 -0.21 -0.82
C 5.15 -0.79 0.90
C 6.29 0.28 0.84
O 5.82 1.28 -0.02
H 5.41 -1.61 1.56
H 5.02 -1.28 -0.07
H 4.20 -0.37 1.22
H 7.21 -0.16 0.45
H 6.53 0.74 1.80
H 5.75 0.84 -0.87
C -3.69 4.80 -0.29
C -3.30 3.35 -0.49
O -2.38 2.96 0.56
H -4.20 4.98 0.66
H -4.41 5.21 -1.00
H -2.82 5.46 -0.30
H -2.80 3.28 -1.46
H -4.15 2.67 -0.48
H -1.89 2.17 0.33
C -0.31 1.97 -3.83
C -1.51 1.21 -4.42
O -1.13 -0.02 -4.93
H 0.17 1.34 -3.08
H -0.67 2.82 -3.24
H 0.43 2.34 -4.53
H -1.94 1.86 -5.19
H -2.27 1.00 -3.67
H -0.60 0.13 -5.72
C -0.85 1.26 3.79
C 0.32 2.26 3.89
O 1.52 1.49 3.91
H -0.75 0.69 2.86
H -1.80 1.80 3.81
H -0.85 0.54 4.61
H 0.27 2.92 4.75
H 0.32 2.89 3.00
H 2.24 2.12 3.82
C 3.56 -0.65 -2.49
C 4.75 -0.15 -3.28
O 5.88 0.08 -2.46
H 3.45 -0.06 -1.58
H 3.77 -1.65 -2.11
H 2.63 -0.59 -3.06
H 4.45 0.82 -3.68
H 5.07 -0.82 -4.09
H 6.66 0.03 -3.01
C -2.17 -3.13 2.77
C -3.61 -3.51 2.43
O -3.57 -3.86 1.05
H -1.55 -4.01 2.58
H -2.11 -2.78 3.80
H -1.80 -2.38 2.07
H -4.29 -2.68 2.58
H -4.03 -4.33 3.00
H -3.45 -4.81 0.96

These are the Mulliken partial charges, in e, on atoms 1 to 6: -1.1555, 0.7033, -0.5972, 0.1574, 0.2778, 0.3835



Arrangement 3

# C18H54O9

A cluster of 9 separate species, C18H54O9 in total (ωB97M-V with the def2-TZVPD basis set, OMol25).

Its SMILES is CCO.CCO.CCO.CCO.CCO.CCO.CCO.CCO.CCO. For the HOMO energy, the calculation gives -9.83 eV. Its gap between HOMO and LUMO is 10.2 eV. Its total charge is 0.

CARTESIAN COORDINATES (ANGSTROEM)
C 0.45 -0.26 1.21
C -0.70 0.21 0.32
O -1.12 -0.79 -0.56
H 0.16 -1.00 1.95
H 0.82 0.60 1.77
H 1.24 -0.76 0.64
H -0.44 1.06 -0.31
H -1.49 0.60 0.96
H -1.73 -0.43 -1.21
C -0.77 3.57 -2.36
C 0.44 3.92 -1.44
O 0.12 5.11 -0.80
H -0.49 2.91 -3.18
H -1.25 4.42 -2.83
H -1.52 3.01 -1.80
H 1.38 4.03 -1.99
H 0.58 3.10 -0.74
H 0.87 5.29 -0.24
C 1.21 0.40 -3.86
C 2.15 -0.50 -3.12
O 3.39 -0.42 -3.75
H 1.13 0.18 -4.93
H 1.50 1.45 -3.89
H 0.19 0.36 -3.46
H 1.77 -1.52 -3.20
H 2.28 -0.22 -2.07
H 3.54 -1.35 -3.93
C 1.16 -0.65 5.18
C 1.04 -1.55 6.37
O -0.27 -2.07 6.27
H 0.21 -0.16 4.95
H 1.32 -1.23 4.27
H 1.97 0.07 5.22
H 1.17 -1.06 7.34
H 1.79 -2.33 6.39
H -0.25 -2.88 5.76
C 3.65 1.12 1.20
C 5.17 1.51 1.20
O 5.43 2.26 0.05
H 3.00 1.97 1.02
H 3.37 0.65 2.14
H 3.44 0.35 0.45
H 5.84 0.64 1.17
H 5.39 2.04 2.13
H 5.36 1.68 -0.72
C -4.94 -0.29 -1.88
C -3.93 0.79 -1.46
O -2.72 0.61 -2.20
H -4.70 -1.31 -1.59
H -5.19 -0.28 -2.94
H -5.86 -0.17 -1.32
H -3.59 0.64 -0.43
H -4.34 1.77 -1.71
H -2.91 0.86 -3.10
C 1.08 -4.23 -0.85
C 0.22 -3.94 0.30
O -1.02 -3.47 0.03
H 1.98 -4.79 -0.58
H 1.37 -3.38 -1.45
H 0.58 -4.78 -1.65
H 0.77 -3.31 1.00
H 0.09 -4.86 0.87
H -0.94 -2.54 -0.19
C -1.30 2.38 3.67
C -0.54 3.32 4.61
O -0.86 4.68 4.28
H -1.08 1.35 3.94
H -1.10 2.62 2.63
H -2.38 2.48 3.82
H 0.51 3.03 4.58
H -0.88 3.21 5.64
H -1.82 4.74 4.27
C -2.95 -3.44 -4.07
C -1.62 -2.95 -3.53
O -0.62 -3.30 -4.43
H -3.80 -3.17 -3.44
H -2.95 -4.52 -4.18
H -3.11 -3.06 -5.08
H -1.46 -3.39 -2.54
H -1.69 -1.87 -3.39
H -0.84 -2.77 -5.19

These are the Mulliken partial charges, in e, on atoms 1 to 6: -1.2420, 0.5536, -0.1627, 0.2788, 0.3889, 0.1734



Short version: arrangement 2 is the most stable of them.